Record 1
Entry from the Open Molecules 2025 dataset: a molecular structure, C11H16CoF6N3O13P2S3 (ωB97M-V with the def2-TZVPD basis set).

Values from the calculation:
total charge	-2
molar mass	729.33	g mol⁻¹
expectation value of S²	2.011
HOMO level (spin up / spin down)	-1.069 / -0.011	eV
spin multiplicity	3
energy relative to the best compared isomer or geometry (same formula, charge and spin)	31.0	kcal per mole
DFT total energy	-147777.0994	eV

Last column: Mulliken charge in e.
Positions of all 55 atoms, in Å:
Co -0.679 -0.331 0.201  1.279
O 0.404 -0.882 1.938  -0.872
N -0.251 -0.676 3.064  0.359
C 0.488 -0.420 4.164  -0.218
C -0.063 -0.251 5.405  -0.789
C -1.458 -0.325 5.514  -0.058
C -2.204 -0.558 4.393  -0.815
C -1.634 -0.737 3.103  0.391
S -2.539 -1.022 1.706  -0.486
H 1.548 -0.377 3.966  0.406
H 0.578 -0.059 6.254  0.368
H -1.942 -0.196 6.475  0.335
H -3.283 -0.602 4.436  0.341
C 1.726 -4.082 -1.102  -1.728
C 1.312 -3.188 -2.260  0.993
O 1.571 -3.822 -3.508  -0.641
P -0.474 -2.818 -2.038  0.530
O -0.891 -1.740 -3.128  -0.593
O -1.167 -4.168 -2.603  -0.567
O -0.922 -2.547 -0.658  -0.771
P 2.105 -1.512 -2.250  0.833
O 3.519 -1.691 -1.429  -0.580
O 2.470 -1.239 -3.675  -0.975
O 1.205 -0.665 -1.425  -0.048
H 1.164 -5.019 -1.127  0.406
H 1.523 -3.577 -0.158  0.321
H 2.792 -4.301 -1.173  0.378
H 1.761 -3.082 -4.112  0.442
H -0.934 -0.851 -2.719  0.449
H -1.965 -4.297 -2.076  0.342
H 4.196 -1.826 -2.102  0.295
F -4.068 1.818 -1.740  -0.220
C -3.183 2.446 -2.514  0.443
F -3.349 2.005 -3.771  -0.236
F -3.479 3.753 -2.503  -0.240
S -1.447 2.119 -1.964  1.279
O -1.532 0.722 -1.557  -0.838
O -0.669 2.411 -3.130  -0.779
N -1.307 3.217 -0.864  -0.558
S -1.043 3.108 0.694  1.240
O 0.018 3.950 1.161  -0.698
O -1.285 1.820 1.289  -0.413
C -2.520 4.066 1.230  0.402
F -2.521 4.185 2.566  -0.225
F -2.530 5.307 0.715  -0.236
F -3.664 3.473 0.870  -0.243
C 3.219 1.969 -1.205  -1.414
C 2.184 1.498 -0.213  0.302
N 2.607 0.654 0.779  -0.324
O 1.032 1.869 -0.288  -0.176
H 4.240 1.829 -0.846  0.355
H 3.031 3.019 -1.420  0.369
H 3.080 1.400 -2.127  0.268
H 3.386 0.065 0.529  0.228
H 1.841 0.157 1.236  0.382



Record 2
Entry from the Open Molecules 2025 dataset: a molecular structure, C15H13F5N7OsSSe (ωB97M-V with the def2-TZVPD basis set).

Values from the calculation:
total charge	+3
molar mass	687.57	g mol⁻¹
expectation value of S²	6.024
HOMO level (spin up / spin down)	-18.564 / -18.847	eV
spin multiplicity	5
energy relative to the best compared isomer or geometry (same formula, charge and spin)	0.0	kcal per mole
DFT total energy	-118402.8266	eV

Last column: Mulliken charge in e.
Positions of all 43 atoms, in Å:
Os 0.144 0.774 0.070  1.950
C -1.757 -3.219 -1.435  -1.740
C -1.137 -1.888 -1.165  0.785
N -0.890 -1.380 -0.019  0.280
N -1.120 -2.034 1.154  -0.688
C -0.806 -1.416 2.299  0.711
N -0.952 -2.037 3.441  -0.339
S -0.230 0.230 2.346  -0.372
C -0.686 -1.025 -2.289  0.726
C -0.790 -1.421 -3.599  -0.839
C -0.260 -0.615 -4.608  -0.618
C 0.358 0.574 -4.273  -0.855
C 0.421 0.931 -2.937  -0.059
N -0.092 0.154 -1.971  -0.217
H -2.131 -3.717 -0.544  0.449
H -1.031 -3.882 -1.914  0.421
H -2.599 -3.105 -2.120  0.437
H -1.420 -3.002 1.155  0.187
H -1.292 -2.988 3.519  0.232
H -0.701 -1.579 4.309  0.254
H -1.269 -2.356 -3.853  0.485
H -0.327 -0.928 -5.643  0.479
H 0.796 1.219 -5.022  0.486
H 0.896 1.855 -2.630  0.491
F 2.199 -0.919 -1.193  -0.197
C 1.954 -0.355 0.005  0.408
F 1.982 -1.331 0.936  -0.248
C 3.082 0.675 0.291  0.717
F 3.040 1.574 -0.711  -0.201
F 2.766 1.319 1.427  -0.210
F 4.262 0.142 0.381  -0.183
Se 0.759 4.885 -0.014  0.480
N -0.866 5.485 0.022  -0.637
C -1.710 4.458 -0.032  0.516
C -3.134 4.473 -0.033  -0.433
C -3.772 3.261 -0.079  -0.830
C -3.047 2.046 -0.115  -0.150
N -1.726 1.994 -0.122  -0.441
C -1.072 3.190 -0.088  0.616
N 0.249 3.162 -0.095  -0.358
H -3.677 5.410 0.007  0.515
H -4.852 3.212 -0.079  0.444
H -3.577 1.100 -0.136  0.543



Record 3
Entry from the Open Molecules 2025 dataset: 8 unconnected molecules or ions with the total composition C35H44BN7 (ωB97M-V with the def2-TZVPD basis set).

Values from the calculation:
SMILES string	BCc1ccccc1.c1cc[nH]c1.c1cc[nH]c1.c1cc[nH]c1.c1cc[nH]c1.c1cc[nH]c1.c1cc[nH]c1.c1cc[nH]c1
molar mass	573.60	g mol⁻¹
HOMO level	-8.109	eV
DFT total energy	-48112.8399	eV

Last column: Mulliken charge in e.
Positions of all 87 atoms, in Å:
B -2.055 2.570 -6.186  0.293
C -1.905 1.000 -6.103  -0.929
C -1.445 0.749 -4.664  0.589
C -0.097 0.895 -4.396  -0.549
C 0.356 0.689 -3.110  -0.735
C -0.574 0.384 -2.137  -0.283
C -1.908 0.244 -2.392  -0.411
C -2.347 0.428 -3.690  -0.475
H -2.867 3.045 -5.452  -0.071
H -1.377 3.254 -6.882  -0.078
H -2.854 0.478 -6.267  0.344
H -1.150 0.611 -6.791  0.301
H 0.565 1.150 -5.216  0.386
H 1.418 0.798 -2.920  0.434
H -0.243 0.234 -1.112  0.531
H -2.637 0.016 -1.623  0.348
H -3.389 0.355 -3.986  0.318
N -3.095 -0.268 -9.679  0.025
C -1.767 -0.021 -9.896  -0.517
C -1.226 -1.124 -10.498  -0.426
C -2.271 -2.074 -10.657  -0.392
C -3.411 -1.516 -10.144  -0.511
H -3.739 0.368 -9.246  0.207
H -1.323 0.916 -9.602  0.447
H -0.196 -1.238 -10.795  0.404
H -2.193 -3.054 -11.097  0.389
H -4.415 -1.897 -10.070  0.380
N -3.971 -1.675 0.581  0.031
C -3.953 -2.648 1.541  -0.785
C -4.088 -2.040 2.759  0.307
C -4.198 -0.643 2.527  -0.915
C -4.125 -0.449 1.174  -0.285
H -3.886 -1.834 -0.406  0.185
H -3.844 -3.686 1.275  0.378
H -4.109 -2.540 3.712  0.279
H -4.318 0.130 3.268  0.395
H -4.168 0.451 0.584  0.412
N 2.050 1.140 1.464  0.004
C 3.315 0.755 1.817  -0.611
C 4.160 1.090 0.793  -0.475
C 3.374 1.706 -0.218  -0.275
C 2.077 1.726 0.225  -0.675
H 1.229 1.013 2.026  0.206
H 3.504 0.276 2.763  0.405
H 5.222 0.914 0.770  0.424
H 3.723 2.091 -1.162  0.471
H 1.178 2.102 -0.235  0.497
N 3.876 4.811 1.630  0.085
C 4.030 5.720 0.620  -0.354
C 5.100 6.517 0.928  -0.677
C 5.614 6.067 2.172  -0.192
C 4.839 5.012 2.578  -0.794
H 3.164 4.102 1.667  0.190
H 3.366 5.721 -0.228  0.381
H 5.473 7.330 0.328  0.391
H 6.457 6.470 2.707  0.587
H 4.891 4.391 3.455  0.372
N -5.580 -3.796 5.818  0.160
C -6.609 -3.597 6.702  -0.560
C -7.672 -4.350 6.285  -0.462
C -7.270 -5.037 5.106  -0.637
C -5.977 -4.676 4.845  -0.513
H -4.677 -3.363 5.876  0.227
H -6.494 -2.938 7.546  0.419
H -8.632 -4.406 6.771  0.396
H -7.865 -5.716 4.519  0.417
H -5.305 -4.967 4.054  0.554
N 9.448 6.284 2.835  0.052
C 10.781 6.535 2.652  -0.522
C 11.338 5.435 2.057  -0.369
C 10.297 4.484 1.871  -0.517
C 9.144 5.038 2.358  -0.282
H 8.794 6.918 3.255  0.200
H 11.216 7.471 2.959  0.364
H 12.374 5.323 1.785  0.385
H 10.387 3.506 1.428  0.386
H 8.139 4.657 2.407  0.321
N -3.307 -6.662 5.719  0.027
C -1.975 -6.415 5.527  -0.479
C -1.424 -7.514 4.925  -0.418
C -2.467 -8.462 4.742  -0.467
C -3.615 -7.905 5.239  -0.412
H -3.961 -6.029 6.145  0.215
H -1.535 -5.481 5.836  0.366
H -0.389 -7.627 4.646  0.397
H -2.383 -9.439 4.296  0.394
H -4.622 -8.285 5.294  0.379



Record 4
Entry from the Open Molecules 2025 dataset: a molecular structure, C16H15Br4F3N2O2PdSi (ωB97M-V with the def2-TZVPD basis set).

Values from the calculation:
molar mass	778.42	g mol⁻¹
HOMO level	-7.762	eV
energy relative to the best compared isomer or geometry (same formula, charge and spin)	0.0	kcal per mole
DFT total energy	-323590.3623	eV

Last column: Mulliken charge in e.
Positions of all 44 atoms, in Å:
Pd -0.582 0.209 -0.038  0.581
Br -3.899 -4.987 4.075  -0.106
C -2.928 -3.548 3.379  0.247
C -2.449 -2.501 4.308  0.403
Br -2.794 -2.704 6.132  -0.092
C -1.783 -1.410 3.876  -0.458
Br -1.165 -0.039 4.976  -0.035
C -1.523 -1.239 2.452  0.859
O -1.036 -0.218 2.011  -0.437
C -1.896 -2.378 1.493  0.427
O -1.542 -2.322 0.348  -0.454
C -2.678 -3.491 2.057  -0.345
Br -3.224 -4.772 0.821  -0.038
C -1.976 0.007 -3.427  -1.339
C -0.499 0.067 -3.201  0.839
C 0.389 0.051 -4.266  -0.801
C 1.760 0.051 -4.017  -0.203
C 2.245 0.041 -2.729  -0.678
C 1.324 0.060 -1.673  0.409
N -0.013 0.106 -1.956  0.058
N 1.552 0.032 -0.329  -0.504
Si 2.385 1.354 0.408  0.422
C 4.256 1.143 0.383  -1.096
C 1.833 1.425 2.205  -1.033
C 1.958 2.967 -0.463  -1.008
H -2.191 -0.691 -4.236  0.466
H -2.364 0.986 -3.710  0.248
H -2.502 -0.322 -2.535  0.176
H 0.007 0.021 -5.277  0.448
H 2.451 0.036 -4.851  0.411
H 3.303 0.000 -2.510  0.469
H 4.535 0.168 0.790  0.315
H 4.759 1.913 0.971  0.332
H 4.650 1.197 -0.635  0.281
H 1.803 0.423 2.638  0.253
H 0.841 1.868 2.317  0.250
H 2.533 2.021 2.795  0.379
H 2.245 2.926 -1.517  0.296
H 2.484 3.812 -0.011  0.389
H 0.886 3.173 -0.420  0.288
F -2.568 1.823 -1.191  -0.237
C -2.425 0.937 -0.161  0.163
F -2.650 1.692 0.966  -0.254
F -3.508 0.111 -0.244  -0.291



- The lowest DFT total energy belongs to which entry?
  C16H15Br4F3N2O2PdSi



- What is the formula in the third record?
  C35H44BN7



- Look up the DFT total energy of the second one.
  -118402.8266 eV